No. 1
The following is a quantum chemistry calculation of a molecular structure, C22H18Cl5FN3O4V, from the OMol25 dataset.

As for the LUMO energy (spin up / spin down): -10.82 / -9.67 eV. The largest force on an atom is 1.6 eV Å⁻¹. As for the expectation value of S²: 0.91. Its multiplicity is 2. The calculation puts the HOMO-LUMO gap (spin up / spin down) at 5.08 / 6.40 eV. As for the HOMO energy (spin up / spin down): -15.9 / -16.1 eV. The calculation puts the total energy at -4658.30049 Eh. The charge is +3.

Geometry as XYZ:
```
54
Properties=species:S:1:pos:R:3:lowdin_spin:R:1
C -3.482 4.469 -3.662 -0.024
H 3.621 -5.604 -1.797 0.000
H 4.244 -3.887 1.957 0.000
C -0.427 2.410 1.502 0.002
H 2.567 -0.198 3.418 0.000
Cl -7.698 5.649 -4.439 0.007
C -5.139 5.244 -5.167 -0.050
H 1.265 -4.512 -1.508 0.000
C 2.164 -4.201 1.331 0.000
O -1.073 2.191 -0.767 0.014
H 1.507 -5.070 1.244 0.000
H 0.436 -1.482 4.081 0.000
C 0.778 -0.594 4.614 0.000
C -4.413 4.426 -2.638 -0.014
H 3.694 -5.568 2.058 0.000
H 1.953 1.200 4.253 0.000
H 4.921 -5.629 0.172 0.000
C 3.616 -4.643 1.490 0.000
C 2.202 -4.118 -1.110 0.000
Cl -6.845 4.706 -1.557 -0.017
Cl -1.852 3.948 -3.205 0.001
H 2.637 -6.170 -0.446 0.000
C -1.120 3.699 1.706 0.007
C 3.137 -5.302 -0.871 0.000
Cl -5.590 5.753 -6.722 -0.029
N 4.203 -4.905 0.113 0.000
C 0.307 1.902 2.563 0.000
O -2.247 3.812 0.830 -0.030
C 0.856 -0.063 1.372 0.000
C -0.467 1.691 0.317 0.007
C 0.156 -0.353 -0.930 0.000
V -2.412 3.448 -0.838 1.278
C -3.800 4.874 -4.937 -0.002
H -0.349 -0.015 -1.823 0.000
H 1.344 -0.913 5.488 0.000
N 2.014 -3.366 0.143 0.000
F 0.679 -2.298 -2.055 0.000
C 1.467 -1.323 1.334 0.000
H 0.398 2.466 3.484 0.000
C 1.429 -2.120 0.194 0.000
H 4.674 -4.064 -0.226 0.000
C 0.172 0.436 0.240 0.000
H -0.099 -0.052 4.968 0.000
C 1.651 0.288 3.743 0.000
Cl -2.610 4.914 -6.154 0.001
H 1.851 -3.681 2.229 0.000
N 0.924 0.732 2.513 0.001
O -3.914 4.048 -1.412 -0.126
H 1.994 -1.674 2.204 0.000
C -6.090 5.197 -4.135 0.009
C 0.751 -1.568 -0.940 0.000
H 2.637 -3.459 -1.860 0.000
O -0.882 4.548 2.480 -0.003
C -5.734 4.779 -2.844 -0.033
```

***

No. 2
The following is a quantum chemistry calculation of a molecular structure, C30H27N6O9S3SbV, from the OMol25 dataset.

As for the LUMO energy (spin up / spin down): 0.83 / 0.83 eV. The largest force on an atom is 1.4 eV Å⁻¹. Its multiplicity is 1. The calculation puts the energy above the lowest of the compared OMol25 structures with the same formula, charge and spin at 21.7 kcal per mole. The calculation puts the HOMO-LUMO gap (spin up / spin down) at 5.78 / 5.78 eV. As for the HOMO energy (spin up / spin down): -5.0 / -5.0 eV. The calculation puts the total energy at -4543.90137 Eh. The charge is -1.

Geometry as XYZ:
```
77
Properties=species:S:1:pos:R:3:lowdin_charge:R:1
H 0.359 0.135 2.961 0.116
O 0.564 -1.004 -1.749 -0.229
H 1.336 -2.180 4.436 0.107
H 3.065 4.821 0.437 0.119
S 0.388 4.529 -3.202 -0.318
H 4.495 -0.919 2.068 0.112
O 0.717 1.239 -0.718 -0.176
O -1.923 -0.965 -2.015 -0.169
N 2.992 -1.744 3.250 -0.167
C 2.560 -0.027 1.510 -0.153
C 1.798 -2.248 1.138 -0.148
H -1.467 -4.343 -3.938 0.137
H 1.937 -0.530 4.570 0.109
C 0.045 6.807 2.266 -0.094
C -4.150 1.462 0.377 -0.034
C -3.021 0.662 0.401 -0.199
V -0.708 0.417 -1.644 0.562
N -1.503 2.295 0.673 0.126
N -1.750 1.226 0.050 -0.105
H -6.279 1.556 0.625 0.099
H 2.321 -2.211 0.185 0.098
H -2.740 -3.177 0.028 0.088
H 2.835 2.602 -0.642 0.131
H -6.471 -0.850 1.191 0.101
C 0.742 2.418 -0.191 -0.317
N 1.378 -0.885 1.460 -0.145
H 2.989 0.018 0.507 0.107
C -5.503 -0.416 0.975 -0.084
H -0.151 -1.527 2.713 0.101
C -5.398 0.929 0.664 -0.088
C 0.723 -0.877 2.766 -0.153
C -0.577 -2.706 -2.918 -0.034
H -2.040 6.610 2.780 0.098
H 0.146 7.785 2.719 0.096
H 2.237 0.983 1.775 0.109
C 0.661 -4.249 -4.247 -0.129
O -0.346 -6.012 -5.321 0.071
C 1.809 -2.480 -3.153 -0.048
S 0.241 0.837 -3.689 0.168
C 3.571 -0.590 2.550 -0.151
N 0.699 -5.427 -5.108 -0.359
O -2.875 -2.931 -2.407 0.091
H -4.030 2.500 0.097 0.105
C -4.375 -1.226 1.007 -0.008
C -1.897 -2.214 -2.413 -0.520
C -1.336 4.907 1.715 -0.021
C 0.994 4.943 1.058 -0.164
O 3.265 -1.195 -1.905 0.090
O 3.913 -1.879 -3.834 0.071
H -1.064 -3.186 0.607 0.078
C 1.725 -1.335 3.863 -0.162
H 2.080 6.711 1.618 0.109
S -2.150 2.004 -2.459 0.154
C 2.113 4.300 0.437 -0.007
Sb -0.828 2.990 -4.330 0.272
H 3.661 -3.164 1.872 0.110
C 0.606 -2.015 -2.562 -0.289
C -1.190 6.142 2.298 -0.085
H 2.764 -3.883 -4.443 0.133
C 2.006 3.090 -0.146 -0.009
C -0.546 -3.822 -3.721 0.086
H 2.239 -3.629 2.801 0.108
H 0.910 -2.870 1.002 0.094
N 3.083 -1.788 -2.946 -0.331
H -2.290 4.398 1.732 0.104
C -0.248 4.284 1.082 -0.094
O 1.779 -5.779 -5.549 0.065
C 2.711 -2.799 2.269 -0.154
C 1.834 -3.570 -3.992 0.084
C -3.124 -0.692 0.720 -0.229
H -2.394 -3.148 1.785 0.097
O -1.965 -1.392 0.756 -0.096
C -0.364 2.992 0.447 -0.150
C 1.118 6.211 1.654 -0.040
H 3.839 0.161 3.297 0.108
H -4.477 -2.273 1.252 0.106
C -2.064 -2.809 0.800 -0.061
```

***

No. 3
The following is a quantum chemistry calculation of 2 unconnected molecules or ions with the total composition C5H12N, from the OMol25 dataset.

As for the LUMO energy: -3.51 eV. The largest force on an atom is 1.2 eV Å⁻¹. Its multiplicity is 1. The calculation puts the energy above the lowest of the compared OMol25 structures with the same formula, charge and spin at 39.6 kcal per mole. The calculation puts the HOMO-LUMO gap at 9.84 eV. As for the HOMO energy: -13.4 eV. The calculation puts the total energy at -252.16810 Eh. The charge is +1.

Geometry as XYZ:
```
18
Properties=species:S:1:pos:R:3:lowdin_charge:R:1
H -2.775 0.616 0.319 0.103
C 0.277 -0.878 1.957 0.016
C 1.737 -0.677 -0.020 -0.211
H -0.124 -1.769 1.480 0.076
C -2.441 0.377 -0.688 0.003
H -0.791 1.635 -0.688 0.166
H -0.088 -0.592 2.930 0.072
H 1.661 -1.734 -0.259 0.115
C 1.272 -0.255 1.310 -0.199
H 2.631 -0.194 -1.871 0.071
H -0.504 0.171 0.079 0.084
H 1.704 0.651 1.727 0.117
H -2.603 -0.671 -0.911 0.104
H -2.940 1.054 -1.372 0.101
H -0.549 0.240 -1.580 0.154
C 2.219 0.161 -0.937 0.014
N -0.954 0.636 -0.734 0.139
H 2.267 1.228 -0.743 0.072
```

***

> Look up the largest force on an atom of the first one.

1.6 eV Å⁻¹